No. 1
# C7H10N2S

One molecule with the formula C7H10N2S (ωB97M-V/def2-TZVPD, the Open Molecules 2025 dataset).

The calculation puts the energy above the lowest of the compared OMol25 structures with the same formula, charge and spin at 0.746 eV. The net charge is 0. The frontier orbital gap (alpha / beta) comes out at 4.6 / 6.8 eV. The LUMO energy (alpha / beta) comes out at 0.0231 / -0.0736 hartree. As for the spin multiplicity: 3.

Cartesian coordinates (Å):
C 2.215 -0.810 0.117
C 2.839 0.352 0.066
C 0.290 0.599 -0.056
C 0.342 -3.092 -0.303
C -0.960 1.038 -0.027
C -1.138 2.467 -0.111
C -2.180 0.226 0.148
N 0.040 -1.872 -0.255
N 0.812 -0.833 0.088
S 1.724 1.710 -0.041
H 2.680 -1.737 0.425
H 3.984 0.410 0.076
H -0.455 -3.777 -0.482
H 1.201 -3.663 0.197
H -2.229 2.531 -0.389
H -0.919 3.166 0.757
H -0.462 3.075 -0.902
H -2.906 0.272 -0.714
H -2.050 -0.741 0.485
H -2.828 0.680 0.920

***

No. 2
# C10H9NOS

One molecule with the formula C10H9NOS (ωB97M-V/def2-TZVPD, the Open Molecules 2025 dataset).

The calculation puts the energy above the lowest of the compared OMol25 structures with the same formula, charge and spin at 5.180 eV. The net charge is 0. The SMILES is C/C=N\c1ccccc1OC1=CS1. The frontier orbital gap comes out at 8.2 eV. The LUMO energy comes out at 0.0255 hartree.

Cartesian coordinates (Å):
C -0.314 2.088 -0.971
C -0.309 0.893 -1.917
N -0.401 -0.325 -1.541
C -0.461 -0.781 -0.220
C -1.452 -1.677 0.203
C -1.272 -2.310 1.419
C -0.223 -1.954 2.271
C 0.846 -1.177 1.771
C 0.706 -0.554 0.547
O 1.692 0.255 0.090
C 2.758 -0.354 -0.427
C 3.901 -0.095 -1.010
S 3.363 -1.821 -1.254
H -0.956 1.790 -0.112
H -0.690 3.048 -1.395
H 0.796 2.140 -0.482
H -0.393 0.987 -2.986
H -2.314 -2.069 -0.389
H -2.080 -2.951 1.785
H -0.256 -2.310 3.257
H 1.686 -0.766 2.526
H 4.493 0.506 -1.483

***

No. 3
# C31H40BrF5N6O4S

A 5-piece molecular cluster, C31H40BrF5N6O4S overall (ωB97M-V/def2-TZVPD, the Open Molecules 2025 dataset).

The net charge is 0. The SMILES is Cc1ccccc1C[C@](COCCCCC(F)(F)C(F)(F)F)(CC(=O)Br)OCCCSc1nnco1.CC#N.CC#N.CC#N.CC#N. The frontier orbital gap comes out at 9.3 eV. The LUMO energy comes out at 0.0108 hartree.

Cartesian coordinates (Å):
C 4.623 1.725 2.705
C 3.548 1.416 1.673
C 3.352 2.398 0.733
C 2.395 2.297 -0.234
C 1.615 1.169 -0.229
C 1.818 0.187 0.688
C 2.784 0.256 1.666
C 2.968 -0.848 2.699
C 3.613 -2.196 2.129
C 2.764 -3.396 2.673
O 1.837 -3.956 1.773
C 0.784 -3.087 1.384
C -0.472 -3.958 1.157
C -1.780 -3.186 1.365
C -1.871 -1.998 0.388
C -2.922 -0.978 0.826
F -3.726 -1.468 1.795
F -2.326 0.114 1.360
C -3.864 -0.480 -0.323
F -3.283 -0.502 -1.519
F -4.195 0.803 -0.090
F -4.984 -1.189 -0.313
C 5.003 -2.328 2.830
C 6.045 -1.256 2.548
O 6.617 -0.733 3.466
Br 6.572 -0.709 0.756
O 3.627 -2.064 0.743
C 4.124 -3.160 -0.010
C 4.781 -2.715 -1.327
C 4.227 -1.385 -1.852
S 3.377 -1.559 -3.466
C 2.667 0.022 -3.639
N 1.473 0.389 -3.341
N 1.328 1.708 -3.613
C 2.466 2.105 -4.074
O 3.341 1.116 -4.101
H 5.629 1.493 2.360
H 4.599 2.810 2.845
H 4.418 1.301 3.686
H 3.940 3.309 0.742
H 2.202 3.070 -0.966
H 0.822 1.042 -0.957
H 1.162 -0.671 0.642
H 2.015 -1.038 3.191
H 3.626 -0.444 3.467
H 3.449 -4.196 2.977
H 2.231 -3.113 3.592
H 1.055 -2.702 0.396
H 0.576 -2.288 2.103
H -0.452 -4.260 0.101
H -0.414 -4.890 1.720
H -1.839 -2.870 2.409
H -2.613 -3.858 1.145
H -0.911 -1.491 0.288
H -2.142 -2.369 -0.604
H 5.464 -3.289 2.568
H 4.801 -2.378 3.899
H 4.805 -3.832 0.522
H 3.261 -3.779 -0.284
H 5.861 -2.685 -1.211
H 4.554 -3.496 -2.062
H 5.070 -0.711 -2.015
H 3.552 -0.863 -1.172
H 2.636 3.117 -4.396
C -4.079 3.149 -1.972
C -2.997 4.112 -2.178
N -2.143 4.871 -2.339
H -4.958 3.660 -1.582
H -4.335 2.673 -2.917
H -3.766 2.388 -1.264
C -6.074 5.889 0.713
C -6.473 6.054 -0.685
N -6.785 6.176 -1.789
H -6.322 4.887 1.048
H -5.001 6.046 0.813
H -6.601 6.608 1.335
C -1.582 -1.880 -3.787
C -0.608 -2.684 -4.525
N 0.171 -3.302 -5.108
H -1.177 -1.618 -2.812
H -1.798 -0.967 -4.337
H -2.504 -2.445 -3.655
C -10.084 3.675 0.111
C -9.175 4.099 1.175
N -8.454 4.434 2.011
H -10.322 2.620 0.229
H -11.003 4.256 0.159
H -9.613 3.830 -0.858

***

No. 4
# C3H8F2N4P

A 2-piece molecular cluster, C3H8F2N4P overall (ωB97M-V/def2-TZVPD, the Open Molecules 2025 dataset).

The calculation puts the energy above the lowest of the compared OMol25 structures with the same formula, charge and spin at 0.028 eV. The net charge is +1. The frontier orbital gap comes out at 8.9 eV. The LUMO energy comes out at -0.1609 hartree.

Cartesian coordinates (Å):
C 0.745 1.158 0.255
C -2.661 -2.049 0.170
C 3.905 2.435 -0.909
N -2.036 -0.799 -0.157
N -0.920 -0.573 0.367
N -0.422 0.648 -0.021
N 1.576 0.701 1.174
F 3.505 2.341 0.389
F 5.217 2.613 -0.895
P 3.126 2.176 -2.310
H -3.662 -1.647 0.337
H -1.923 -2.580 0.803
H -2.578 -2.687 -0.698
H -1.183 1.184 -0.628
H 2.452 1.143 1.474
H 1.507 -0.050 1.824
H 0.828 2.223 -0.220
H 4.145 2.370 -3.258

***

Number 1: energy -780.17603 Eh. Number 2: energy -914.46023 Eh. Number 3: energy -5306.18682 Eh. Number 4: energy -878.82114 Eh.